The following is a quantum chemistry calculation of a molecular structure, C50H67As3IMgN3O2S4, from the OMol25 dataset.

```
131
C50H67As3IMgN3O2S4 (the ωB97M-V functional and the def2-TZVPD basis)
I 6.227 0.069 1.089
As -0.631 2.980 0.592
As -2.904 6.709 -0.023
As -2.695 2.077 -2.223
S -0.872 -2.723 -0.560
S 1.917 -2.043 2.374
S -1.478 0.645 4.104
S -0.343 -0.806 -1.236
Mg 0.177 0.542 1.125
O 0.819 -1.112 1.898
O -0.608 1.036 2.916
N 2.114 1.036 0.296
N 1.309 -4.201 -1.654
N 2.188 -1.498 -2.511
C -2.234 0.971 -3.782
C -1.462 4.786 -1.837
C -0.484 -0.502 5.123
C 2.348 -4.021 -2.659
C -0.869 5.989 -2.588
C -2.194 2.980 7.315
C -3.420 8.131 -1.270
C 0.865 -6.562 -1.052
C 3.076 -2.666 -2.461
C 4.482 1.235 -1.141
C -2.155 1.908 6.439
C 1.439 -5.231 -0.629
C 1.398 -5.948 3.205
C 1.146 -8.881 -1.643
C -2.180 3.549 1.630
C -0.510 -6.699 -1.213
C 1.139 -3.615 2.755
C 0.669 -3.029 -1.383
C 4.473 0.721 0.147
C 0.016 -6.074 3.269
C 3.283 1.667 -1.684
C 2.527 -1.995 -5.983
C 2.057 -0.811 -3.814
C -0.239 -3.725 2.826
C -2.843 5.174 -1.293
C -4.732 6.344 0.600
C -1.569 4.177 6.985
C 0.863 3.714 1.643
C 1.689 -7.656 -1.278
C -0.846 3.228 4.900
C 2.160 -2.858 -7.008
C 1.956 -0.116 4.451
C -4.436 2.647 -2.937
C -0.017 -3.097 -6.024
C 3.272 0.648 0.831
C -0.225 -9.015 -1.787
C -0.801 -4.966 3.087
C 0.891 0.010 5.549
C 0.346 -2.225 -5.010
C 1.628 -1.677 -4.973
C -0.465 4.470 -0.711
C 2.125 1.544 -0.941
C -1.461 2.038 5.242
C 0.891 -3.417 -7.024
C 1.022 -1.806 -1.828
C 2.259 -1.582 4.137
C -1.599 3.620 -2.824
C 1.968 -4.712 2.945
C -1.054 -7.919 -1.579
C -0.903 4.303 5.775
H 0.571 4.647 2.127
H 2.494 -5.350 -0.358
H -1.610 5.012 7.671
H -1.008 -3.532 -6.030
H -0.420 -1.420 4.534
H 1.342 -0.001 -3.665
H -0.407 5.341 -0.052
H -0.651 -9.970 -2.062
H 1.167 1.870 -1.337
H -1.552 6.320 -3.372
H 0.904 -4.879 0.254
H -1.156 -5.841 -1.054
H -0.701 6.825 -1.904
H -2.725 2.885 8.252
H 3.045 -4.605 2.878
H -3.087 3.348 1.061
H 1.903 -4.053 -3.652
H 3.246 0.275 1.847
H 3.553 -2.685 -1.474
H 0.529 4.326 -1.146
H 0.085 5.734 -3.054
H 3.063 -4.839 -2.583
H -4.217 7.795 -1.934
H 3.312 -1.829 4.277
H -0.322 3.313 3.961
H -4.773 5.459 1.235
H -3.287 4.314 -0.782
H 3.523 -1.567 -5.977
H -4.979 3.282 -2.240
H -0.425 -7.042 3.464
H 1.214 -0.563 6.421
H -1.122 -0.700 5.986
H 2.868 -3.095 -7.791
H -2.558 1.468 -4.696
H -0.439 5.241 5.504
H -2.050 3.985 -3.751
H -2.234 2.996 2.560
H -0.860 -2.855 2.656
H -2.125 -8.019 -1.702
H -5.087 7.194 1.182
H 3.250 2.084 -2.680
H 1.237 3.012 2.389
H -0.370 -1.973 -4.235
H -5.042 1.763 -3.136
H 2.763 -7.553 -1.166
H 2.865 0.391 4.773
H -0.604 3.236 -3.078
H -5.400 6.204 -0.250
H -3.787 8.977 -0.689
H -2.118 4.617 1.836
H -3.497 5.418 -2.136
H 1.794 -9.730 -1.816
H 3.030 -0.365 -4.032
H 0.813 1.052 5.864
H -1.877 -5.067 3.141
H -1.158 0.821 -3.835
H -4.292 3.186 -3.874
H -2.718 -0.003 -3.717
H 1.681 3.936 0.958
H -2.672 0.990 6.693
H 0.606 -4.091 -7.821
H -2.576 8.474 -1.866
H 1.589 0.395 3.564
H 2.030 -6.813 3.344
H 5.404 1.299 -1.703
H 3.846 -2.551 -3.222
H 1.668 -2.256 4.752
```

Properties
M	1246.348	g mol⁻¹
LUMO	-4.613	eV
Kohn-Sham gap	6.955	eV
net charge	+2
E_tot	-300893.353	eV